[1]
Density functional theory data (ωB97M-V/def2-TZVPD) for BaH16O8 as an isolated structure.

Atoms and positions in Å:
Ba (0.006, -0.003, -0.207)
O (-1.323, 1.621, -2.228)
H (-1.916, 1.532, -2.953)
H (-1.499, 2.523, -1.847)
O (1.027, -1.827, -1.934)
H (0.598, -2.590, -2.303)
H (1.883, -1.726, -2.385)
O (-0.189, 2.616, 0.471)
H (0.469, 3.257, 0.605)
H (-0.663, 2.516, 1.325)
O (2.059, 1.164, -1.644)
H (2.891, 1.653, -1.689)
H (1.673, 1.295, -2.519)
O (-1.322, 0.470, 2.333)
H (-0.778, 0.269, 3.130)
H (-2.256, 0.634, 2.639)
O (-2.400, -1.269, -0.413)
H (-2.429, -2.147, 0.031)
H (-3.342, -1.048, -0.676)
O (0.191, -2.721, 1.150)
H (-0.322, -2.772, 1.975)
H (0.986, -3.266, 1.286)
O (1.940, -0.020, 1.662)
H (2.695, 0.589, 1.864)
H (2.022, -0.749, 2.326)

Values from the calculation:
Charge ... +2
Lowest unoccupied orbital energy ... -6.12 eV
2S+1 ... 1



[2]
Density functional theory data (ωB97M-V/def2-TZVPD) for a 2-piece molecular cluster, C2H8OS2 overall.

Atoms and positions in Å:
C (0.919, -1.102, -0.659)
C (1.782, -0.358, 0.347)
O (1.082, 0.258, 1.398)
H (0.486, -0.467, -1.230)
H (1.521, -1.822, -1.237)
H (0.173, -1.685, -0.070)
H (2.355, 0.376, -0.198)
H (2.601, -0.996, 0.766)
H (1.729, 0.848, 1.822)
S (-3.339, 2.205, -0.606)
S (-2.778, 0.390, 0.148)
H (-3.297, 1.750, -1.874)
H (-3.233, 0.604, 1.394)

Values from the calculation:
SMILES string ... CCO.SS
Charge ... 0
Lowest unoccupied orbital energy ... 0.55 eV
2S+1 ... 1



[3]
Density functional theory data (ωB97M-V/def2-TZVPD) for a 2-piece molecular cluster, C4H9N4O overall.

Atoms and positions in Å:
C (-2.267, 1.179, 0.057)
C (-0.946, 1.567, 0.200)
C (-2.831, -0.096, -0.173)
C (-0.804, -1.270, 0.634)
N (-1.953, -1.216, 0.030)
N (0.175, 0.757, -0.068)
N (3.280, -0.848, -0.578)
N (1.340, 0.976, 0.309)
O (-3.995, -0.306, -0.430)
H (-2.884, 2.042, 0.139)
H (-0.523, 2.544, 0.548)
H (-0.316, -2.252, 0.648)
H (-2.550, -2.135, -0.061)
H (3.746, -0.848, 0.372)
H (2.878, -1.749, -0.906)
H (1.597, 1.752, 0.877)
H (1.950, 0.554, -0.403)
H (4.104, -0.652, -1.196)

Values from the calculation:
Charge ... +1
Lowest unoccupied orbital energy (spin up / spin down) ... -5.82 / -5.82 eV
2S+1 ... 1



[4]
Density functional theory data (ωB97M-V/def2-TZVPD) for C6H16N2O as an isolated structure.

Atoms and positions in Å:
C (1.953, -0.400, 0.661)
C (3.326, -0.103, 0.064)
N (0.931, -0.599, -0.360)
H (1.153, -1.367, -0.985)
H (0.411, 0.342, -0.807)
H (2.002, -1.286, 1.302)
H (1.644, 0.439, 1.291)
H (4.067, 0.033, 0.852)
H (3.297, 0.805, -0.541)
H (3.663, -0.927, -0.567)
C (-1.486, 1.628, 0.254)
C (-1.983, 0.505, -1.841)
C (-1.064, -0.983, 1.490)
N (-1.175, 0.519, -0.633)
C (-0.902, -0.940, -0.019)
O (-1.227, -1.895, -0.719)
H (-0.693, 1.757, 0.991)
H (-2.433, 1.485, 0.787)
H (-1.569, 2.551, -0.325)
H (-3.051, 0.579, -1.616)
H (-1.700, 1.341, -2.488)
H (-1.814, -0.436, -2.361)
H (-0.738, -1.964, 1.833)
H (-0.492, -0.215, 2.006)
H (-2.120, -0.870, 1.730)

Values from the calculation:
Charge ... 0
Lowest unoccupied orbital energy ... 0.86 eV
2S+1 ... 1



[5]
Density functional theory data (ωB97M-V/def2-TZVPD) for a 8-piece molecular cluster, C37H90N7O9PS overall.

Atoms and positions in Å:
C (-5.536, -1.862, -3.513)
C (-4.873, -2.047, -4.648)
C (-3.871, -2.224, -5.925)
C (-2.565, -1.244, -5.732)
C (-1.912, -1.649, -4.310)
C (-0.298, -1.503, -4.222)
P (0.653, -0.535, -5.545)
S (-0.103, 1.198, -6.008)
C (0.101, -1.118, -2.675)
C (0.387, -2.638, -2.179)
O (1.023, -3.328, -3.326)
C (0.201, -3.041, -4.487)
O (-0.078, -3.774, -5.484)
H (-5.936, -1.565, -2.468)
H (-3.546, -3.344, -5.956)
H (-4.497, -1.937, -6.846)
H (-1.864, -1.332, -6.637)
H (-2.998, -0.163, -5.695)
H (-2.150, -2.773, -4.100)
H (-2.372, -0.950, -3.507)
H (2.002, -0.296, -5.050)
H (0.798, -1.425, -6.690)
H (-0.773, -0.717, -2.033)
H (1.071, -0.481, -2.728)
H (0.925, -2.780, -1.155)
H (-0.646, -3.156, -2.168)
C (-10.131, 1.543, 0.595)
O (-10.354, 0.936, -0.667)
C (-9.542, 1.452, -1.721)
C (-8.098, 0.910, -1.746)
C (-7.198, 1.510, -0.668)
N (-8.073, -0.554, -1.628)
H (-9.901, 2.609, 0.508)
H (-9.334, 1.018, 1.125)
H (-11.044, 1.433, 1.186)
H (-10.036, 1.139, -2.650)
H (-9.563, 2.550, -1.719)
H (-7.666, 1.183, -2.714)
H (-7.372, 1.073, 0.318)
H (-6.146, 1.330, -0.912)
H (-7.340, 2.593, -0.595)
H (-8.585, -0.954, -2.414)
H (-8.641, -0.804, -0.817)
C (-12.912, -3.657, -2.521)
O (-12.142, -2.493, -2.771)
C (-12.867, -1.426, -3.381)
C (-13.742, -0.605, -2.410)
C (-15.022, -1.319, -1.983)
N (-12.990, -0.214, -1.211)
H (-13.662, -3.833, -3.298)
H (-13.383, -3.588, -1.539)
H (-12.231, -4.511, -2.497)
H (-12.105, -0.756, -3.797)
H (-13.449, -1.796, -4.236)
H (-14.043, 0.306, -2.937)
H (-14.845, -2.080, -1.218)
H (-15.730, -0.602, -1.555)
H (-15.511, -1.797, -2.838)
H (-12.195, 0.356, -1.495)
H (-12.559, -1.058, -0.833)
C (2.758, 1.914, 1.013)
O (2.523, 1.305, -0.247)
C (3.322, 1.823, -1.309)
C (4.767, 1.284, -1.349)
C (5.676, 1.887, -0.281)
N (4.798, -0.180, -1.231)
H (2.985, 2.980, 0.922)
H (3.562, 1.392, 1.535)
H (1.853, 1.803, 1.614)
H (2.819, 1.508, -2.233)
H (3.299, 2.920, -1.308)
H (5.188, 1.557, -2.322)
H (5.514, 1.450, 0.707)
H (6.726, 1.710, -0.536)
H (5.531, 2.969, -0.208)
H (4.279, -0.582, -2.011)
H (4.240, -0.431, -0.414)
C (6.355, 4.039, 4.889)
O (6.121, 3.432, 3.629)
C (6.919, 3.951, 2.566)
C (8.364, 3.413, 2.526)
C (9.274, 4.016, 3.594)
N (8.395, 1.949, 2.644)
H (6.581, 5.106, 4.799)
H (7.159, 3.517, 5.410)
H (5.449, 3.927, 5.490)
H (6.417, 3.637, 1.644)
H (6.895, 5.049, 2.568)
H (8.785, 3.687, 1.553)
H (9.113, 3.578, 4.582)
H (10.324, 3.839, 3.339)
H (9.129, 5.098, 3.669)
H (7.876, 1.548, 1.864)
H (7.837, 1.697, 3.461)
C (2.385, 6.634, 8.334)
O (3.012, 5.629, 7.555)
C (2.264, 5.214, 6.413)
C (2.354, 6.168, 5.204)
C (1.530, 7.444, 5.364)
N (3.747, 6.533, 4.912)
H (1.297, 6.518, 8.362)
H (2.658, 7.621, 7.957)
H (2.768, 6.556, 9.354)
H (2.696, 4.250, 6.116)
H (1.221, 5.010, 6.690)
H (1.952, 5.633, 4.337)
H (2.013, 8.179, 6.011)
H (1.387, 7.926, 4.392)
H (0.539, 7.223, 5.773)
H (4.268, 5.685, 4.697)
H (4.165, 6.861, 5.783)
C (13.601, -1.799, 1.622)
O (13.134, -0.486, 1.882)
C (11.787, -0.247, 1.475)
C (10.716, -0.789, 2.443)
C (10.537, -2.305, 2.375)
N (11.002, -0.403, 3.830)
H (13.193, -2.207, 0.692)
H (13.366, -2.452, 2.465)
H (14.689, -1.758, 1.535)
H (11.684, 0.845, 1.434)
H (11.627, -0.607, 0.450)
H (9.761, -0.340, 2.153)
H (11.325, -2.845, 2.906)
H (9.589, -2.594, 2.840)
H (10.518, -2.652, 1.338)
H (11.011, 0.615, 3.890)
H (11.969, -0.666, 4.026)
C (-2.602, -8.747, -1.959)
O (-2.215, -8.211, -0.704)
C (-0.908, -7.639, -0.686)
C (-0.819, -6.221, -1.289)
C (-0.882, -6.196, -2.814)
N (-1.869, -5.344, -0.753)
H (-1.762, -9.199, -2.494)
H (-3.074, -7.972, -2.565)
H (-3.353, -9.521, -1.776)
H (-0.633, -7.574, 0.374)
H (-0.183, -8.322, -1.149)
H (0.153, -5.807, -1.000)
H (-1.898, -6.321, -3.195)
H (-0.520, -5.235, -3.190)
H (-0.252, -6.979, -3.246)
H (-1.755, -5.277, 0.258)
H (-2.759, -5.831, -0.864)

Values from the calculation:
SMILES string ... C#CCCC[C@@]1([PH2]=S)CCOC1=O.COC[C@@H](C)N.COC[C@@H](C)N.COC[C@@H](C)N.COC[C@@H](C)N.COC[C@@H](C)N.COC[C@@H](C)N.COC[C@@H](C)N
Charge ... 0
Lowest unoccupied orbital energy ... 0.36 eV
2S+1 ... 1



[6]
Density functional theory data (ωB97M-V/def2-TZVPD) for an isolated ion of composition C10H9O and charge +1.

Atoms and positions in Å:
C (-3.602, -0.439, 0.139)
C (-2.599, -1.354, -0.179)
C (-3.309, 0.910, 0.312)
C (-1.294, -0.935, -0.308)
C (-2.011, 1.352, 0.178)
C (-0.981, 0.436, -0.128)
C (3.780, -0.133, -0.203)
C (4.025, -0.153, 1.113)
C (2.578, 0.226, -0.909)
C (0.317, 0.944, -0.280)
O (1.427, 0.454, -0.427)
H (-4.618, -0.784, 0.254)
H (-2.848, -2.394, -0.327)
H (-4.096, 1.610, 0.541)
H (-0.511, -1.639, -0.548)
H (-1.762, 2.393, 0.304)
H (4.580, -0.422, -0.871)
H (4.980, -0.476, 1.478)
H (2.642, 0.254, -1.996)
H (3.303, 0.151, 1.855)

Values from the calculation:
Charge ... +1
Lowest unoccupied orbital energy (spin up / spin down) ... -5.25 / -5.26 eV
2S+1 ... 1



- Look up the 2S+1 of the third one.
  1